C10H13O4P | ωB97M-V with the def2-TZVPD basis set

Output
ΔE to the lowest compared entry with this formula, charge and spin: 80.1 kcal/mol
HOMO level: -8.42 eV
LUMO level: 0.49 eV

Each line ends with the Mulliken charge.
Atoms and positions in Å:
C: 1.87 2.74 1.35  -0.49
C: 2.41 1.69 0.74  -0.67
C: 0.55 3.09 1.08  -0.72
C: 1.74 0.91 -0.19  -0.65
C: -0.22 2.31 0.20  -0.45
C: 0.39 1.20 -0.44  0.13
C: -0.62 0.15 -2.72  -0.59
C: -0.43 0.27 -1.28  0.53
C: 1.56 -3.05 0.09  -0.71
C: -3.07 -0.90 1.15  -0.75
O: -1.50 -2.74 -0.95  -0.72
O: -1.66 0.58 -1.83  -0.45
O: 0.52 -2.19 0.60  -0.32
O: -1.74 -1.49 1.32  -0.36
P: -0.87 -1.75 -0.04  1.09
H: 2.56 3.17 1.99  0.43
H: 3.39 1.57 1.06  0.39
H: 0.11 3.86 1.50  0.59
H: 2.14 0.16 -0.68  0.80
H: -1.23 2.70 0.12  0.38
H: -0.26 0.81 -3.37  0.39
H: -0.84 -0.77 -3.07  0.32
H: 1.04 -3.74 -0.61  0.33
H: 1.85 -3.66 0.85  0.29
H: 2.26 -2.44 -0.29  0.26
H: -3.51 -1.50 0.29  0.35
H: -3.00 0.10 1.06  0.30
H: -3.44 -1.07 2.07  0.29

C15H16N2O3 | ωB97M-V with the def2-TZVPD basis set

Output
ΔE to the lowest compared entry with this formula, charge and spin: 52.6 kcal/mol
HOMO level: -8.37 eV
LUMO level: 0.76 eV
SMILES string: NNC(=O)c1ccc(COc2ccc3c(c2)CCC3)o1

Each line ends with the Mulliken charge.
Atoms and positions in Å:
N: 3.62 3.10 -1.00  -0.89
N: 3.01 1.87 -0.69  0.14
C: 3.47 1.10 0.33  0.18
O: 4.32 1.49 1.11  -0.70
C: 2.83 -0.22 0.41  0.41
C: 2.98 -1.21 1.35  -0.50
C: 2.12 -2.25 0.96  -0.61
C: 1.50 -1.83 -0.19  0.58
O: 1.93 -0.60 -0.53  -0.34
C: 0.51 -2.51 -1.09  -0.69
O: -0.48 -1.63 -1.59  -0.47
C: -1.37 -1.06 -0.72  0.92
C: -2.29 -0.19 -1.31  -0.83
C: -3.23 0.43 -0.52  0.61
C: -3.28 0.18 0.86  0.40
C: -2.38 -0.68 1.44  -1.33
C: -1.42 -1.31 0.65  -0.11
H: -0.71 -1.97 1.12  0.39
H: -2.40 -0.88 2.50  0.40
C: -4.40 0.96 1.49  -0.87
H: -4.11 1.41 2.44  0.35
H: -5.25 0.29 1.67  0.27
C: -4.74 2.01 0.42  -0.63
H: -5.80 2.28 0.43  0.32
H: -4.16 2.91 0.60  0.29
C: -4.31 1.38 -0.92  -0.96
H: -3.97 2.13 -1.64  0.35
H: -5.14 0.83 -1.37  0.26
H: -2.23 -0.02 -2.37  0.48
H: 0.06 -3.36 -0.56  0.38
H: 1.01 -2.88 -1.99  0.32
H: 1.97 -3.19 1.45  0.52
H: 3.62 -1.18 2.20  0.51
H: 2.39 1.50 -1.39  0.30
H: 4.52 3.10 -0.51  0.30
H: 3.07 3.86 -0.60  0.24

C3H7N | ωB97M-V with the def2-TZVPD basis set

Output
ΔE to the lowest compared entry with this formula, charge and spin: 45.0 kcal/mol
HOMO level: -8.31 eV
LUMO level: 1.27 eV

Each line ends with the Mulliken charge.
Atoms and positions in Å:
C: 0.84 -0.56 -0.18  -0.60
C: 0.22 0.77 -0.59  -0.37
C: -0.42 -0.65 0.75  -0.40
H: 1.70 -0.53 0.33  0.34
H: 0.90 -1.15 -1.05  0.20
H: 0.23 1.25 -1.63  0.23
H: 0.56 1.66 -0.07  0.23
H: -1.78 0.92 0.13  0.21
H: -0.26 -0.46 1.78  0.26
H: -1.04 -1.54 0.70  0.23
N: -0.95 0.30 -0.17  -0.32

C31H39O2Si | ωB97M-V with the def2-TZVPD basis set

Output
Charge: +1
ΔE to the lowest compared entry with this formula, charge and spin: 6.0 kcal/mol
HOMO level: -9.89 eV
LUMO level: -5.92 eV

Each line ends with the Mulliken charge.
Atoms and positions in Å:
C: -5.31 -0.27 1.53  -1.38
C: -3.90 -0.69 1.91  0.25
C: -2.94 0.43 2.30  0.53
C: -1.65 -0.10 2.87  -0.58
O: -1.36 -1.19 1.94  -0.34
C: -0.16 -1.62 1.56  0.98
C: -0.25 -2.58 0.59  -1.28
O: 0.88 -1.15 2.25  -0.01
Si: 2.54 -0.86 1.81  0.03
C: 2.87 -1.53 0.12  -1.08
C: 2.63 0.98 1.99  -1.03
C: 3.72 -1.72 3.07  1.85
C: 4.30 -3.02 2.50  -1.83
C: 2.91 -2.05 4.33  -1.66
C: 4.87 -0.76 3.41  -1.79
H: -5.87 -1.15 1.21  0.36
H: -5.84 0.15 2.39  0.47
H: -5.33 0.46 0.71  0.15
H: -3.98 -1.37 2.76  0.32
H: -3.43 -1.24 1.08  -0.19
H: -2.68 1.01 1.40  -0.76
H: -3.42 1.12 3.01  0.46
H: -0.87 0.68 2.87  0.31
H: -1.77 -0.52 3.88  0.31
H: 0.59 -3.00 0.08  0.20
H: -1.25 -3.00 0.51  0.36
H: 3.90 -1.27 -0.13  0.40
H: 2.75 -2.61 0.03  0.38
H: 2.21 -1.06 -0.62  0.21
H: 3.58 1.38 1.60  0.37
H: 1.82 1.45 1.42  0.26
H: 2.53 1.30 3.03  0.32
H: 4.89 -2.86 1.59  0.36
H: 4.97 -3.46 3.25  0.50
H: 3.53 -3.76 2.27  0.37
H: 2.48 -1.16 4.80  0.34
H: 2.09 -2.75 4.11  0.33
H: 3.58 -2.53 5.06  0.46
H: 4.52 0.13 3.94  0.35
H: 5.59 -1.28 4.05  0.48
H: 5.40 -0.42 2.51  0.34
C: -0.76 0.97 -2.39  0.71
C: -1.88 0.08 -2.17  0.72
C: -1.76 -1.32 -2.31  -0.05
C: -2.87 -2.14 -2.13  -1.22
C: -4.13 -1.59 -1.86  -0.46
C: -4.26 -0.20 -1.75  -0.94
C: -3.16 0.63 -1.90  -0.38
C: -0.59 2.29 -1.82  0.08
C: 0.44 2.98 -2.57  0.13
C: 0.65 4.34 -2.42  -0.55
C: -0.05 5.02 -1.42  -0.62
C: -1.02 4.36 -0.65  -1.05
C: -1.31 3.01 -0.86  0.56
C: 0.89 2.10 -3.63  0.10
C: 0.15 0.86 -3.52  0.34
C: 0.18 -0.05 -4.58  -0.24
C: 1.00 0.22 -5.68  -0.99
C: 1.75 1.41 -5.76  -0.58
C: 1.65 2.37 -4.75  -0.50
H: -0.78 -1.74 -2.52  0.63
H: -2.75 -3.23 -2.21  0.39
H: -4.99 -2.24 -1.70  0.43
H: -5.24 0.24 -1.57  0.60
H: -3.28 1.71 -1.86  0.84
H: 1.36 4.84 -3.08  0.41
H: 0.17 6.07 -1.22  0.44
H: -1.59 4.92 0.10  0.46
H: -2.10 2.51 -0.31  -0.18
H: -0.47 -0.92 -4.54  0.54
H: 1.04 -0.50 -6.50  0.42
H: 2.42 1.57 -6.60  0.43
H: 2.17 3.33 -4.81  0.42

C2H10N2O2 | ωB97M-V with the def2-TZVPD basis set

Output
Charge: -1
ΔE to the lowest compared entry with this formula, charge and spin: 38.3 kcal/mol
Multiplicity: 2
HOMO level (alpha / beta): 1.12 / -5.31 eV
LUMO level (alpha / beta): 3.45 / 3.68 eV

Each line ends with the Mulliken charge.
Atoms and positions in Å:
C: 1.10 -0.96 1.07  -2.24
N: -0.52 1.55 0.69  -0.80
C: 0.93 1.52 0.92  -0.60
N: 1.54 0.46 0.86  0.35
H: 0.62 -0.93 2.05  0.29
H: 1.93 -1.66 1.07  0.54
H: 0.43 -1.38 0.30  0.69
H: -0.95 2.40 1.13  0.47
H: -1.05 0.94 0.07  0.43
H: 1.40 2.60 1.06  0.22
H: -6.07 -3.30 -0.60  0.41
H: -4.93 -2.25 -0.55  0.56
O: -5.62 -2.61 -0.08  -1.18
H: 4.26 0.81 -2.53  0.35
H: 2.90 0.05 -2.25  0.41
O: 3.38 0.77 -2.75  -0.87

C14H25ClN4O2S | ωB97M-V with the def2-TZVPD basis set

Output
HOMO level: -9.16 eV
LUMO level: -0.90 eV

Each line ends with the Mulliken charge.
Atoms and positions in Å:
Cl: -3.67 -0.03 -3.30  -0.17
C: -3.57 -1.79 -3.16  0.53
C: -2.43 -2.41 -2.74  -0.68
C: -2.33 -3.85 -2.60  -0.37
C: -3.40 -4.64 -2.92  -0.83
C: -4.58 -3.98 -3.40  0.69
N: -5.71 -4.62 -3.79  -0.60
S: -6.75 -3.46 -4.23  0.21
N: -5.91 -2.07 -3.96  -0.60
C: -4.74 -2.55 -3.53  0.58
H: -1.56 -1.80 -2.50  0.48
H: -1.40 -4.30 -2.25  0.38
H: -3.39 -5.73 -2.85  0.39
C: -2.36 2.95 1.23  -1.43
C: -1.27 2.15 1.95  0.22
C: -0.65 1.04 1.08  -0.17
O: -1.46 -0.11 0.93  -0.44
C: -2.46 -0.02 -0.07  -0.71
N: -1.82 1.61 3.19  -0.74
H: -3.30 2.40 1.15  0.28
H: -2.58 3.86 1.78  0.36
H: -2.04 3.23 0.23  0.34
H: -0.47 2.85 2.20  0.43
H: 0.26 0.70 1.57  -0.03
H: -0.35 1.43 0.09  0.40
H: -2.13 0.57 -0.92  0.34
H: -3.38 0.40 0.35  0.21
H: -2.69 -1.03 -0.41  0.31
H: -1.08 1.16 3.72  0.27
H: -2.44 0.84 2.95  0.33
C: 6.24 0.48 1.26  -1.39
C: 5.49 1.81 1.25  0.36
C: 4.12 1.75 1.94  -0.72
O: 3.10 1.14 1.16  -0.33
C: 3.09 -0.28 1.21  -0.64
N: 5.39 2.30 -0.13  -0.74
H: 5.84 -0.22 0.53  0.27
H: 7.29 0.64 1.01  0.35
H: 6.20 0.01 2.24  0.34
H: 6.10 2.53 1.82  0.41
H: 3.77 2.78 2.11  0.33
H: 4.18 1.28 2.93  0.40
H: 3.38 -0.66 2.19  0.33
H: 3.74 -0.69 0.44  0.24
H: 2.07 -0.62 1.00  0.21
H: 4.98 3.23 -0.12  0.27
H: 4.69 1.73 -0.60  0.32